Record 1
The following is a DFT calculation (ωB97M-V/def2-TZVPD) of 15 unconnected molecules or ions with the total composition C60H165N15O15.

The geometry in ORCA input format:
```
! wB97M-V def2-TZVPD RIJCOSX def2/J DEFGRID3
* xyz 0 1
C 35.3439 -20.1987 -22.2954
C 34.5462 -19.3395 -23.2785
C 33.2255 -19.9963 -23.7688
O 32.3594 -20.2304 -22.6426
C 31.0705 -20.4255 -23.0838
N 34.1949 -18.0914 -22.6068
H 34.7897 -20.6556 -21.4754
H 36.0657 -19.5430 -21.8083
H 35.9190 -20.9948 -22.7683
H 35.2895 -19.1976 -24.0630
H 33.4759 -21.0076 -24.0894
H 32.7380 -19.3530 -24.5014
H 30.3737 -20.6896 -22.2884
H 30.9829 -21.2094 -23.8362
H 30.6929 -19.4811 -23.4758
H 34.9057 -17.8163 -21.9442
H 33.3917 -18.2838 -22.0255
C 36.9303 -31.6840 -20.7026
C 35.8536 -30.5523 -20.9539
C 35.9153 -29.5584 -19.7223
O 35.3817 -28.2484 -19.8372
C 33.9762 -28.0355 -20.0976
N 36.1508 -29.6506 -22.0231
H 36.6824 -31.9829 -19.6841
H 37.8871 -31.1629 -20.7364
H 36.8148 -32.4946 -21.4221
H 34.8604 -30.9994 -20.9116
H 36.9329 -29.2103 -19.5448
H 35.6955 -30.0568 -18.7781
H 33.5593 -28.3778 -21.0448
H 34.0137 -26.9512 -20.2029
H 33.3434 -28.4281 -19.3017
H 37.1438 -29.4847 -21.9417
H 35.8498 -28.7345 -21.7228
C 30.4420 -33.4590 -17.7148
C 29.6432 -33.3959 -19.0004
C 29.0929 -32.0234 -19.3744
O 28.7988 -31.8839 -20.7620
C 28.4830 -30.5293 -21.1264
N 30.6605 -33.8310 -20.0206
H 31.2997 -32.7877 -17.7575
H 30.6595 -34.4651 -17.3562
H 29.7667 -32.9526 -17.0251
H 28.8456 -34.1352 -18.9264
H 29.8467 -31.2596 -19.1832
H 28.1743 -31.8815 -18.8051
H 28.0483 -30.6229 -22.1216
H 29.3032 -29.8479 -21.3526
H 27.7497 -29.9942 -20.5230
H 31.2908 -33.0863 -20.2818
H 30.0599 -33.7947 -20.8318
C 27.3284 -22.9208 -20.5338
C 26.9462 -21.4184 -20.5888
C 26.9400 -20.7222 -19.1874
O 26.6340 -19.2928 -19.1981
C 25.3227 -19.0349 -19.7161
N 27.9756 -20.6918 -21.3701
H 26.5915 -23.5308 -20.0112
H 28.2679 -23.0844 -20.0059
H 27.5594 -23.3842 -21.4930
H 26.0276 -21.3781 -21.1742
H 27.8789 -20.9597 -18.6872
H 26.3160 -21.1884 -18.4250
H 24.4835 -19.5855 -19.2911
H 25.3502 -19.1612 -20.7984
H 25.1225 -17.9824 -19.5156
H 28.7418 -20.7968 -20.7204
H 27.7421 -19.7120 -21.2949
C 30.9122 -24.8202 -23.1938
C 30.0443 -26.0538 -22.8329
C 29.3991 -26.7974 -24.0814
O 28.3960 -27.8021 -23.6224
C 28.3300 -28.7958 -24.6297
N 30.8513 -26.9575 -22.0914
H 31.8019 -25.0460 -23.7816
H 31.3820 -24.4148 -22.2976
H 30.3807 -24.0009 -23.6779
H 29.3122 -25.6312 -22.1447
H 30.2032 -27.1911 -24.7032
H 28.8533 -26.1474 -24.7652
H 29.2375 -29.3904 -24.5245
H 28.2948 -28.3205 -25.6100
H 27.4455 -29.4188 -24.4975
H 30.2207 -27.7173 -21.8788
H 31.5010 -27.2705 -22.7985
C 31.7651 -30.4432 -22.6438
C 32.5295 -30.5611 -23.9484
C 32.1657 -29.4966 -24.9780
O 32.2779 -28.1631 -24.5298
C 33.5753 -27.6778 -24.4700
N 33.9666 -30.6987 -23.6828
H 31.9134 -31.3577 -22.0696
H 30.6815 -30.4136 -22.7578
H 31.9960 -29.6571 -21.9249
H 32.2094 -31.5214 -24.3527
H 31.1072 -29.7386 -25.0728
H 32.6014 -29.7002 -25.9562
H 34.1778 -27.6364 -25.3774
H 34.1603 -28.2500 -23.7500
H 33.5377 -26.6377 -24.1461
H 34.4966 -30.1926 -22.9877
H 34.6133 -30.6883 -24.4585
C 23.4171 -31.2676 -26.7498
C 24.0419 -30.5897 -25.5124
C 24.6626 -29.1694 -25.7076
O 25.1203 -28.6082 -24.4351
C 24.9693 -27.2174 -24.3333
N 22.9626 -30.6592 -24.5377
H 23.0430 -30.4208 -27.3252
H 22.7240 -32.0793 -26.5286
H 24.2576 -31.7164 -27.2792
H 24.8252 -31.2935 -25.2310
H 23.8167 -28.5780 -26.0580
H 25.4931 -29.1575 -26.4134
H 24.0183 -26.7785 -24.0315
H 25.3688 -26.7414 -25.2288
H 25.7821 -27.0162 -23.6356
H 22.3590 -29.8671 -24.7056
H 23.3756 -30.3087 -23.6852
C 31.8150 -23.9427 -27.1928
C 33.3452 -24.1693 -26.9169
C 34.4203 -23.2000 -27.5040
O 34.3873 -21.9209 -26.7589
C 35.4562 -21.0166 -27.0927
N 33.7475 -24.2000 -25.4993
H 31.6997 -22.9950 -26.6667
H 31.2290 -24.7628 -26.7779
H 31.7276 -23.8486 -28.2752
H 33.6816 -25.0992 -27.3754
H 34.3149 -23.0933 -28.5836
H 35.4243 -23.6182 -27.4319
H 35.5909 -20.8732 -28.1648
H 36.4538 -21.3174 -26.7731
H 35.1900 -20.0517 -26.6613
H 33.6619 -23.1986 -25.3997
H 34.7573 -24.2165 -25.4922
C 34.5855 -27.7956 -31.2456
C 33.1448 -27.9455 -30.6796
C 32.8847 -26.8105 -29.5649
O 31.6564 -26.9112 -28.9531
C 31.6625 -27.6864 -27.7449
N 32.2349 -27.7411 -31.7821
H 34.7529 -28.3999 -32.1371
H 35.2606 -28.1782 -30.4801
H 34.7941 -26.7530 -31.4858
H 33.1293 -28.8708 -30.1036
H 33.0710 -25.8321 -30.0077
H 33.7123 -26.9328 -28.8662
H 30.7885 -27.3418 -27.1922
H 32.5523 -27.5956 -27.1220
H 31.5681 -28.7654 -27.8674
H 32.1564 -26.7350 -31.8218
H 31.3524 -27.9796 -31.3527
C 37.5140 -24.7635 -25.0924
C 37.6556 -25.5952 -23.8424
C 36.3907 -25.6240 -22.9125
O 35.8922 -24.3276 -22.8889
C 34.6776 -24.1910 -22.1469
N 38.1838 -26.9430 -24.0422
H 37.4626 -23.6790 -24.9957
H 36.5201 -25.0551 -25.4319
H 38.2402 -25.0088 -25.8673
H 38.4558 -25.0923 -23.2994
H 36.5599 -26.0691 -21.9320
H 35.6912 -26.2537 -23.4623
H 33.9689 -25.0186 -22.1761
H 34.1055 -23.3259 -22.4822
H 34.9488 -23.9552 -21.1179
H 37.5808 -27.3540 -24.7405
H 39.1288 -26.9400 -24.3986
C 25.5854 -25.4252 -16.8930
C 24.5555 -26.1844 -17.6880
C 25.1500 -27.2211 -18.6872
O 25.7694 -26.5686 -19.7561
C 26.5042 -27.3822 -20.5502
N 23.7248 -26.9048 -16.7333
H 25.1448 -24.7410 -16.1678
H 26.2236 -24.7655 -17.4807
H 26.3034 -26.1401 -16.4912
H 23.8749 -25.4624 -18.1393
H 24.3541 -27.7914 -19.1662
H 25.8282 -27.8858 -18.1522
H 26.0276 -28.3553 -20.6685
H 27.5532 -27.3722 -20.2544
H 26.5061 -26.9278 -21.5410
H 23.5629 -26.2227 -16.0062
H 24.2278 -27.6330 -16.2466
C 31.3161 -29.1445 -16.6573
C 31.3860 -27.7889 -15.9329
C 30.4430 -26.7466 -16.5448
O 30.4972 -26.6881 -17.9636
C 29.3510 -26.0885 -18.5250
N 31.4274 -27.8567 -14.4367
H 31.2623 -29.0546 -17.7422
H 30.3265 -29.5858 -16.5391
H 31.9907 -29.9367 -16.3323
H 32.3316 -27.3371 -16.2327
H 30.5284 -25.7049 -16.2356
H 29.4333 -26.9753 -16.2037
H 28.4674 -26.7055 -18.3623
H 29.6132 -26.0072 -19.5798
H 29.1057 -25.0816 -18.1874
H 31.6800 -26.9206 -14.1539
H 32.2014 -28.4100 -14.0978
C 29.2015 -34.0165 -27.9621
C 28.5267 -32.5904 -27.9917
C 29.2173 -31.6527 -27.0241
O 29.6327 -32.2481 -25.6981
C 28.5989 -32.4918 -24.7940
N 28.6418 -32.0804 -29.3537
H 28.8072 -34.6856 -28.7269
H 28.9161 -34.6200 -27.1005
H 30.2854 -33.9118 -28.0120
H 27.4933 -32.6520 -27.6505
H 28.6547 -30.7293 -26.8866
H 30.1704 -31.4818 -27.5246
H 27.9395 -31.6278 -24.8771
H 28.9276 -32.5452 -23.7561
H 27.9507 -33.3304 -25.0480
H 28.6383 -31.0746 -29.2622
H 27.8648 -32.4006 -29.9140
C 26.5194 -23.3773 -29.0083
C 27.9044 -23.4003 -28.4008
C 27.9257 -23.8170 -26.8411
O 27.1705 -22.6904 -26.1368
C 27.3253 -22.5924 -24.7347
N 28.7517 -24.1206 -29.2989
H 26.2572 -22.4339 -29.4871
H 25.7372 -23.6336 -28.2938
H 26.3592 -24.1118 -29.7976
H 28.2747 -22.3836 -28.5325
H 28.9891 -23.8395 -26.6027
H 27.5898 -24.8345 -26.6410
H 26.6355 -23.2127 -24.1624
H 27.2412 -21.5830 -24.3320
H 28.3434 -22.8067 -24.4097
H 29.6889 -24.1771 -28.9267
H 28.8265 -23.7830 -30.2479
C 27.6074 -27.5327 -28.4147
C 27.9510 -28.0818 -29.8397
C 26.9249 -29.0224 -30.4488
O 26.4791 -29.9892 -29.4865
C 25.3901 -30.7950 -29.9910
N 28.1757 -27.0102 -30.7055
H 26.6895 -26.9458 -28.3805
H 28.4958 -27.1369 -27.9225
H 27.3266 -28.4365 -27.8739
H 28.7766 -28.7889 -29.7585
H 27.3136 -29.4398 -31.3776
H 26.1451 -28.4188 -30.9132
H 25.1720 -30.8308 -31.0584
H 24.4341 -30.5029 -29.5563
H 25.4838 -31.8341 -29.6757
H 28.6721 -26.2755 -30.2219
H 27.3477 -26.5049 -30.9868
*
```

LUMO energy = 0.435 eV
HOMO level = -8.24 eV
Max |F| = 3.1 eV/A
Orbital gap = 0.3187 hartree
Calculated total energy = -117944.22717 eV

=====

Record 2
The following is a DFT calculation (ωB97M-V/def2-TZVPD) of a molecular structure, C60H40Cl4IrN6OS.

The geometry in ORCA input format:
```
! wB97M-V def2-TZVPD RIJCOSX def2/J DEFGRID3
* xyz 1 1
Ir 0.2414 -1.1327 -0.0836
Cl -6.4740 1.5758 5.9180
C -5.2656 0.9455 4.8659
C -5.1499 1.4311 3.5672
C -4.1615 0.9448 2.7363
C -3.2702 -0.0468 3.1706
C -3.4279 -0.5389 4.4708
C -4.3992 -0.0424 5.3167
C -2.2168 -0.5264 2.2785
C -0.9029 -0.6249 2.7445
C -0.4710 -0.3520 4.0918
C 0.8605 -0.5834 4.1352
C 1.2664 -0.9217 2.8019
C 2.5911 -0.9708 2.3998
C 3.6096 -0.6399 3.4173
C 4.1369 0.6500 3.4201
C 5.0194 1.0448 4.4057
C 5.4001 0.1368 5.3844
Cl 6.4741 0.6333 6.6366
C 4.9115 -1.1617 5.3709
C 4.0097 -1.5425 4.3941
C 3.0366 -1.0724 1.0641
N 2.2433 -1.0680 -0.0560
C 3.0863 -0.9800 -1.1254
C 2.7028 -0.8677 -2.4944
C 3.7333 -0.4004 -3.4289
C 4.0953 -1.0762 -4.5927
C 5.0051 -0.5286 -5.4772
C 5.5516 0.7231 -5.2233
Cl 6.6612 1.4233 -6.3424
C 5.2128 1.4052 -4.0619
C 4.3231 0.8413 -3.1728
C 1.3978 -1.0188 -2.9589
C 0.9849 -0.9273 -4.3363
C -0.3642 -1.0159 -4.3477
C -0.7911 -1.1382 -2.9829
N 0.3025 -1.1682 -2.1617
C -2.1121 -1.1305 -2.5803
C -2.5542 -1.1196 -1.2370
C -3.9080 -1.1556 -0.8571
C -3.9396 -0.9758 0.5120
C -2.6029 -0.8138 0.9324
N -1.7601 -0.9628 -0.1309
C -3.1774 -0.9715 -3.5962
C -3.6187 0.3058 -3.9283
C -4.6675 0.4789 -4.8112
C -5.2796 -0.6312 -5.3733
Cl -6.6147 -0.4244 -6.4433
C -4.8375 -1.9080 -5.0635
C -3.7873 -2.0726 -4.1808
C 4.4270 -1.0117 -0.6872
C 4.3945 -1.0740 0.6915
N 0.1733 -0.9652 1.9865
H -5.8277 2.1961 3.2217
H -4.0570 1.3461 1.7382
H -2.8051 -1.3543 4.8039
H -4.4847 -0.4146 6.3259
H -1.0932 0.0006 4.8883
H 1.5275 -0.5091 4.9699
H 3.8190 1.3473 2.6586
H 5.4052 2.0516 4.4258
H 5.2249 -1.8604 6.1294
H 3.6097 -2.5451 4.3751
H 3.6897 -2.0561 -4.7904
H 5.2910 -1.0667 -6.3663
H 5.6397 2.3749 -3.8629
H 4.0455 1.3795 -2.2791
H 1.6368 -0.8102 -5.1786
H -1.0229 -0.9783 -5.1904
H -4.7327 -1.3121 -1.5244
H -4.8063 -0.9965 1.1436
H -3.1410 1.1668 -3.4852
H -5.0116 1.4690 -5.0620
H -5.3104 -2.7679 -5.5069
H -3.4423 -3.0626 -3.9274
H 5.2839 -1.0013 -1.3302
H 5.2236 -1.1193 1.3682
O 0.1463 1.2735 -0.0923
S -0.9948 1.9359 0.6094
C -0.1386 3.1274 1.6623
C 0.9575 3.8297 1.1935
C 1.7355 4.5407 2.0927
C 1.4239 4.5330 3.4452
C 0.3108 3.8423 3.8989
C -0.4751 3.1341 3.0053
C -1.6613 3.0125 -0.6751
C -2.6273 3.9628 -0.3952
C -3.1823 4.6754 -1.4462
C -2.7840 4.4249 -2.7519
C -1.8187 3.4660 -3.0163
C -1.2560 2.7558 -1.9713
H 1.2067 3.8046 0.1428
H 2.5909 5.0937 1.7341
H 2.0382 5.0719 4.1528
H 0.0602 3.8417 4.9492
H -1.3399 2.5789 3.3389
H -2.9401 4.1542 0.6211
H -3.9312 5.4253 -1.2432
H -3.2277 4.9758 -3.5681
H -1.4980 3.2623 -4.0281
H -0.5041 1.9988 -2.1401
C 1.5974 -4.4406 -1.4669
C 0.5323 -4.5379 -0.4454
N -0.0006 -3.5327 0.2177
C -0.9047 -4.0650 1.0905
C -0.9238 -5.4177 0.9445
N -0.0109 -5.7033 -0.0333
H 1.5015 -3.5058 -2.0093
H 1.5441 -5.2716 -2.1641
H 2.5765 -4.4452 -0.9885
H -1.4775 -3.4540 1.7581
H -1.4942 -6.1802 1.4327
H 0.2110 -6.6269 -0.3752
*
```

LUMO energy = -3.752 eV
HOMO level = -9.26 eV
Max |F| = 3.2 eV/A
Orbital gap = 0.2024 hartree
Calculated total energy = -137619.24328 eV

=====

Record 3
The following is a DFT calculation (ωB97M-V/def2-TZVPD) of a molecular structure, C60H42Cl4FIrN7O3.

The geometry in ORCA input format:
```
! wB97M-V def2-TZVPD RIJCOSX def2/J DEFGRID3
* xyz 1 1
Ir 1.7022 -0.6825 1.4698
Cl -3.8824 6.5019 -0.7307
C -2.7198 5.3265 -0.1629
C -2.4290 5.2426 1.1873
C -1.5336 4.2773 1.6276
C -0.9319 3.3892 0.7372
C -1.2225 3.5252 -0.6208
C -2.1091 4.4859 -1.0762
C -0.0411 2.2739 1.1707
C -0.5194 1.3343 2.0806
C -1.8573 1.3358 2.6120
C -2.0405 0.1666 3.2609
C -0.8108 -0.5722 3.1768
C -0.6206 -1.8324 3.7102
C -1.7425 -2.5229 4.4069
C -2.4379 -1.9389 5.4649
C -3.4361 -2.6294 6.1350
C -3.7476 -3.9211 5.7469
Cl -4.9771 -4.7988 6.5977
C -3.0789 -4.5237 4.6936
C -2.0825 -3.8232 4.0331
C 0.5984 -2.5189 3.6421
N 1.6103 -2.2813 2.7617
C 2.6017 -3.1912 3.0650
C 3.7920 -3.3350 2.3799
C 4.6886 -4.4638 2.7377
C 4.2126 -5.7719 2.8119
C 5.0293 -6.8107 3.2261
C 6.3496 -6.5487 3.5548
Cl 7.3728 -7.8393 4.0889
C 6.8584 -5.2634 3.4599
C 6.0269 -4.2316 3.0568
C 4.2181 -2.4186 1.4120
C 5.3782 -2.5838 0.5888
C 5.5491 -1.4293 -0.0929
C 4.4741 -0.5615 0.2785
N 3.6606 -1.1984 1.1718
C 4.3119 0.7253 -0.2349
C 3.1761 1.4948 -0.0840
C 3.0267 2.8322 -0.5899
C 1.8021 3.2546 -0.2196
C 1.1965 2.1854 0.5355
N 2.0392 1.1301 0.5916
C 5.4788 1.3269 -0.9403
C 6.6515 1.5756 -0.2301
C 7.7681 2.1018 -0.8601
C 7.7154 2.3642 -2.2205
Cl 9.1172 2.9922 -3.0249
C 6.5595 2.1261 -2.9446
C 5.4432 1.6157 -2.2995
C 2.2093 -3.9685 4.2096
C 0.9715 -3.5665 4.5551
N 0.1211 0.1704 2.4808
H -2.8956 5.9212 1.8891
H -1.2921 4.2176 2.6819
H -0.7650 2.8443 -1.3287
H -2.3250 4.5831 -2.1336
H -2.5927 2.1060 2.4525
H -2.9497 -0.1850 3.7189
H -2.1582 -0.9491 5.8048
H -3.9578 -2.1751 6.9672
H -3.3285 -5.5357 4.4034
H -1.5606 -4.2903 3.2064
H 3.1927 -5.9868 2.5164
H 4.6485 -7.8205 3.2977
H 7.8938 -5.0741 3.7104
H 6.4154 -3.2210 3.0286
H 5.9524 -3.4923 0.5109
H 6.3076 -1.1916 -0.8210
H 3.7673 3.3736 -1.1553
H 1.3656 4.2238 -0.3994
H 6.6879 1.3570 0.8307
H 8.6751 2.3008 -0.3055
H 6.5415 2.3265 -4.0076
H 4.5449 1.4042 -2.8688
H 2.8217 -4.6938 4.7187
H 0.3811 -3.9077 5.3903
C -1.0198 1.4369 -5.8190
C -1.4099 0.0395 -5.3525
N -1.2756 -0.1312 -3.9039
C -0.0910 -0.5878 -3.4058
C 0.1710 -0.8472 -2.1018
C 1.5979 -1.2826 -1.7720
O 2.3540 -1.3882 -2.7306
O 1.9574 -1.5131 -0.5556
C -0.9060 -0.7554 -1.1480
O -0.8357 -1.0590 0.0315
C -2.1664 -0.1961 -1.6859
C -3.2291 0.0074 -0.8167
C -4.3773 0.6072 -1.2424
F -5.3920 0.7493 -0.3547
C -4.5210 1.0679 -2.5533
C -3.4800 0.8167 -3.4382
C -2.3125 0.1549 -3.0314
N -5.6337 1.8337 -2.9933
C -6.3347 1.4407 -4.2048
C -6.6733 2.7262 -4.9791
N -6.7108 3.8557 -3.9861
C -7.4418 3.4367 -2.7471
C -6.5659 2.3984 -2.0201
H -1.1375 1.5192 -6.9007
H 0.0225 1.6398 -5.5702
H -1.6336 2.2034 -5.3405
H -0.7667 -0.7001 -5.8240
H -2.4335 -0.2011 -5.6360
H 0.7080 -0.7334 -4.1236
H -3.1351 -0.3202 0.2111
H -3.5627 1.1884 -4.4520
H -7.2522 0.8904 -3.9638
H -5.7196 0.7913 -4.8187
H -7.6431 2.6639 -5.4676
H -5.9182 2.9687 -5.7240
H -7.1115 4.6945 -4.3992
H -5.7465 4.0505 -3.7049
H -8.4023 3.0306 -3.0564
H -7.6163 4.3076 -2.1230
H -7.2173 1.6515 -1.5612
H -5.9991 2.8825 -1.2305
*
```

LUMO energy = -3.132 eV
HOMO level = -8.71 eV
Max |F| = 1.3 eV/A
Orbital gap = 0.2048 hartree
Calculated total energy = -135117.07339 eV

=====

> Among the records above, which one has the highest max |F|?

C60H40Cl4IrN6OS

=====

> What is the LUMO energy in the first record?

0.435 eV

=====

> Among the records above, which one has the highest LUMO energy?

C60H165N15O15

=====

> Among the records above, which one has the lowest HOMO level?

C60H40Cl4IrN6OS